Record 1
DFT (ωB97M-V/def2-TZVPD) results for C5H11NOS in the gas phase.

calculated total energy	-19735.0620	eV
energy above the lowest of the compared OMol25 structures with the same formula, charge and spin	196.2	kJ/mol
HOMO energy	-8.85	eV
net charge	0

Last column: natural (NBO) charge in e.
Element x y z (Å)
C  0.65184  -0.97126  -3.06871  -0.418
N  -0.17779  -0.25318  -2.12809  -0.636
C  -0.08126  -0.43860  -0.69898  -0.159
C  -0.62055  -1.78961  -0.16612  0.428
O  -0.62484  -2.10482  0.99654  -0.522
C  -0.78349  0.77856  -0.05298  -0.398
C  -0.53965  0.93532  1.48048  -0.560
S  0.97312  1.79557  1.90602  -0.029
H  1.71943  -0.79387  -2.79570  0.191
H  0.51558  -2.07459  -3.05814  0.164
H  0.69035  -0.61901  -4.09823  0.215
H  -1.11941  -0.18841  -2.48713  0.361
H  0.98738  -0.40845  -0.46997  0.216
H  -0.97015  -2.53925  -0.89028  0.111
H  -1.84501  0.80052  -0.18439  0.205
H  -0.42440  1.71348  -0.50640  0.232
H  -0.66849  -0.02585  1.97242  0.248
H  -1.43111  1.42390  1.89089  0.231
H  1.86567  0.82585  1.59874  0.119

=====

Record 2
DFT (ωB97M-V/def2-TZVPD) results for C37H43CuNO2P as an isolated structure.

calculated total energy	-98575.9465	eV
HOMO energy (spin up / spin down)	-3.18 / -3.21	eV
spin multiplicity	2
net charge	-1

Last column: Löwdin spin population.
Element x y z (Å)
O  0.72801  2.31576  -3.61147  0.000
C  1.84350  2.17812  -4.61003  0.000
C  0.91858  2.26796  -5.81043  0.000
H  2.36740  1.21711  -4.52384  0.000
H  2.53034  3.03421  -4.55193  0.000
C  -0.13141  2.69609  -4.74574  0.000
H  0.69775  1.30468  -6.27414  0.000
H  1.16239  3.03789  -6.55200  0.000
C  -1.42504  1.91715  -4.77119  0.000
H  -1.50783  1.26005  -3.91191  0.000
H  -1.49649  1.30483  -5.67652  0.000
H  -2.24544  2.64567  -4.77207  0.000
C  -0.27007  4.21673  -4.80693  0.000
H  0.71716  4.70444  -4.72644  0.000
H  -0.91329  4.57594  -3.99957  0.000
H  -0.71252  4.53701  -5.76624  0.000
Cu  -0.35642  1.35274  -0.06479  0.399
C  1.31400  2.49854  1.75605  0.075
C  1.72546  1.35893  1.00272  0.118
C  1.61451  1.69865  -0.38843  -0.007
H  2.10295  0.40942  1.39870  0.004
C  1.03057  3.01373  -0.46715  0.141
C  0.84668  3.48213  0.86785  0.087
H  0.48470  4.47761  1.14644  0.002
H  1.36734  2.59952  2.84206  0.002
H  1.91431  1.10338  -1.25361  -0.002
H  0.82446  3.55209  -1.39986  0.006
C  -2.63844  2.13770  0.70758  -0.002
C  -1.85961  2.84157  -0.25921  0.053
C  -1.71418  1.98930  -1.42071  0.041
H  -1.55247  3.88783  -0.22816  0.001
C  -2.49997  0.80987  -1.17770  -0.005
C  -3.07067  0.91901  0.11829  0.052
H  -3.79516  0.23113  0.55333  0.003
H  -2.85477  2.49228  1.71423  -0.001
H  -1.12375  2.23753  -2.30336  0.002
H  -2.65574  0.00603  -1.90576  -0.002
O  0.44781  -1.66967  -4.43315  0.000
C  0.97799  -1.28943  -3.12719  0.000
C  2.48850  -1.55396  -3.10733  0.000
H  0.48131  -1.92741  -2.35929  0.000
H  0.66226  -0.24236  -2.93229  0.000
C  2.68959  -2.59404  -4.23300  0.000
H  2.81085  -1.90732  -2.12904  0.000
H  2.99990  -0.60950  -3.35883  0.000
C  1.30974  -2.73735  -4.91786  0.000
H  3.03439  -3.55039  -3.80982  0.000
H  3.44495  -2.25088  -4.95506  0.000
H  0.88925  -3.71648  -4.59445  0.000
H  1.37411  -2.70993  -6.01768  0.000
N  -0.32098  -0.46250  1.02016  0.030
P  -0.40782  -1.18901  2.40758  0.003
C  -0.65057  -0.01228  3.79684  0.000
C  0.44079  0.46098  4.54344  0.000
C  0.26181  1.41536  5.54830  0.000
C  -0.99464  1.99882  5.72084  0.000
C  -2.07745  1.56463  4.95129  0.000
C  -1.92121  0.53886  4.01426  -0.001
C  -1.66619  -2.50508  2.61042  0.001
C  -3.00238  -2.18290  2.32059  0.000
C  -4.02983  -3.05572  2.69639  0.000
C  -3.72899  -4.28215  3.30142  0.001
C  -2.39383  -4.68445  3.42106  0.000
C  -1.36471  -3.81020  3.05364  0.001
C  1.07407  -2.06942  2.98335  0.000
C  1.16553  -2.57948  4.29037  0.000
C  2.34612  -3.20678  4.70131  0.000
C  3.41737  -3.34711  3.81007  0.000
C  3.28675  -2.92522  2.48231  0.000
C  2.11089  -2.27639  2.06521  0.000
H  1.43971  0.06279  4.36771  0.000
H  1.11295  1.71169  6.16573  0.000
H  -1.12726  2.77896  6.46833  0.000
H  -3.05831  2.02569  5.07187  0.000
H  -2.78239  0.14764  3.47438  0.000
H  -3.22994  -1.25769  1.78326  0.000
H  -5.06625  -2.77224  2.51093  0.000
H  -4.52915  -4.92965  3.66500  0.000
H  -2.14505  -5.67331  3.81247  0.000
H  -0.32802  -4.14850  3.13796  0.000
H  0.32496  -2.49800  4.98787  0.000
H  2.43013  -3.57805  5.72140  0.000
H  4.35325  -3.80972  4.14305  0.000
H  4.09390  -3.08681  1.76064  0.000
H  1.98925  -1.91667  1.03744  0.000

=====

Record 3
DFT (ωB97M-V/def2-TZVPD) results for C16H27CoN3S4 as an isolated structure.

calculated total energy	-102439.4779	eV
HOMO energy (spin up / spin down)	-18.07 / -18.66	eV
spin multiplicity	5
net charge	+3

Last column: Löwdin spin population.
Element x y z (Å)
Co  0.90790  0.14461  -0.69517  2.651
S  -0.93954  1.74355  -0.24115  0.065
S  -0.11867  -1.83513  -0.26509  0.071
C  -2.74156  1.54522  -0.35797  0.013
C  -0.67924  2.34470  -1.94441  0.002
C  -0.89205  1.21771  -2.92844  0.002
N  0.15271  0.11868  -2.69515  0.037
C  -0.42755  -1.27215  -2.97474  0.006
C  0.11666  -2.29667  -2.00518  0.015
H  0.31060  2.81533  -2.03525  0.000
H  -1.45230  3.09984  -2.08601  0.001
H  -0.84425  1.58698  -3.97570  0.000
H  -1.87897  0.75468  -2.78613  0.000
H  -0.20078  -1.56789  -4.01628  0.000
H  -1.51802  -1.17944  -2.89552  0.000
H  1.19156  -2.46106  -2.14461  0.000
H  -0.43734  -3.22706  -2.12197  0.003
C  -1.94409  -1.77724  -0.32289  0.003
H  0.87338  0.26338  -3.43610  0.003
H  -2.32310  -0.86445  -0.78721  0.001
H  -2.36299  -1.82583  0.68349  0.000
H  -2.30148  -2.64803  -0.88855  0.001
H  -3.11012  1.61127  0.67709  0.000
H  -3.07934  0.60332  -0.80150  0.001
H  -3.14251  2.39720  -0.92420  0.003
C  3.85980  -0.53951  -1.43392  0.024
C  3.71824  -0.32964  -0.11789  0.016
H  4.09788  0.26111  -2.13372  0.000
H  4.06877  -1.55831  -1.78444  0.001
H  3.87982  0.66064  0.32861  0.001
H  3.62832  -1.14258  0.62001  0.000
C  2.79126  2.47544  -1.48962  0.021
C  2.54323  2.36855  -0.04834  0.066
N  1.79975  1.38992  0.50394  0.030
C  1.67390  1.52738  1.91347  0.052
C  2.34100  2.66337  2.33119  0.184
S  3.25255  3.41099  1.10463  0.045
C  0.70780  0.77585  2.70375  0.165
C  0.36511  1.19296  3.99115  0.244
S  -1.02920  0.38553  4.59897  0.095
C  -0.99611  -0.61743  3.14541  0.118
N  -0.08903  -0.29559  2.25407  -0.007
C  -1.99328  -1.70507  3.06824  0.026
H  2.47685  3.48073  -1.81200  0.004
H  3.84384  2.30790  -1.74422  0.004
H  2.21430  1.71459  -2.03898  0.004
H  2.18091  3.08012  3.30843  0.005
H  0.86548  2.02203  4.48158  0.006
H  -2.15544  -2.07850  4.07851  0.004
H  -2.96078  -1.32340  2.72301  0.011
H  -1.65834  -2.54078  2.45558  0.001

=====

Record 4
DFT (ωB97M-V/def2-TZVPD) results for C20H20AsF2NO7ReSSi as an isolated structure.

calculated total energy	-124005.4190	eV
energy above the lowest of the compared OMol25 structures with the same formula, charge and spin	137.2	kJ/mol
HOMO energy (spin up / spin down)	-8.46 / -8.39	eV
spin multiplicity	2
net charge	0

Last column: Löwdin spin population.
Element x y z (Å)
Re  0.03455  0.46794  0.42873  0.809
F  -1.51794  -2.34114  4.89100  -0.002
C  -1.87171  -1.59134  3.83370  -0.002
C  -0.88930  -0.97720  3.07373  0.015
C  -1.23666  -0.19976  1.97786  -0.012
C  -2.61214  -0.02104  1.67889  0.012
C  -3.56614  -0.68057  2.45128  -0.003
F  -4.87748  -0.56824  2.17043  -0.002
C  -3.21586  -1.47109  3.53070  0.018
C  -2.86982  0.88252  0.55889  0.003
C  -4.08888  1.13213  -0.05729  0.001
C  -4.14917  2.03353  -1.10851  0.004
C  -3.00202  2.71071  -1.48703  0.001
C  -1.81311  2.40279  -0.84909  0.006
N  -1.74351  1.50643  0.12858  -0.002
H  0.14520  -1.11032  3.34210  0.001
H  -3.96750  -1.97553  4.11429  0.001
H  -4.96891  0.59747  0.25758  0.000
H  -5.08442  2.20013  -1.61977  0.000
H  -3.00246  3.42758  -2.29058  0.000
H  -0.87981  2.86499  -1.13542  0.000
O  3.19886  0.09170  -2.42750  0.000
As  1.56817  -0.13390  -1.77612  0.000
O  1.03490  1.39732  -1.53699  0.018
O  1.75223  -0.72228  -0.21055  0.008
C  0.97052  -1.49269  -3.02834  0.000
C  1.90839  -2.24173  -3.71963  0.000
C  1.46805  -3.29287  -4.51242  0.000
C  0.12014  -3.61305  -4.58469  0.000
C  -0.80747  -2.85962  -3.88214  0.000
C  -0.36708  -1.79593  -3.12587  0.001
S  -1.45155  -0.75868  -2.17439  0.005
O  -2.79418  -1.26283  -2.23667  0.001
O  -1.27395  0.58574  -2.65793  0.001
O  -0.87769  -0.92836  -0.79756  0.031
H  3.51722  0.91213  -2.03711  0.000
H  2.95997  -1.99957  -3.62287  0.000
H  2.18730  -3.88413  -5.05880  0.000
H  -0.20512  -4.45707  -5.17446  0.000
H  -1.86309  -3.07584  -3.88383  0.000
C  2.94265  2.84282  3.45587  0.000
Si  2.69522  1.47434  2.14145  0.009
C  2.90743  -0.25955  2.93359  -0.001
C  3.96109  1.74222  0.71720  0.004
O  1.18275  1.54869  1.58797  0.075
H  3.89198  2.69164  3.95709  0.000
H  2.16187  2.81433  4.20674  0.000
H  2.95331  3.83266  3.01321  0.000
H  3.94410  -0.49580  3.14713  0.000
H  2.51596  -1.00050  2.24156  0.000
H  2.35219  -0.32263  3.86465  0.000
H  4.91070  2.11416  1.09085  0.001
H  3.56779  2.45882  -0.00191  0.000
H  4.14446  0.80047  0.20241  0.000